Entry A
Density functional theory data (wB97M-V/def2-TZVPD) for the molecule C4H8O2.

```
14
C4H8O2 | the OMol25 dataset | wB97M-V/def2-TZVPD
C -1.162 0.474 1.183
C -1.493 0.756 -0.079
O -1.113 -0.116 -1.028
C 0.159 -1.009 -0.508
C 1.406 -0.161 -0.692
O 1.876 0.493 0.465
H -1.149 -0.579 1.435
H -1.177 1.191 1.975
H -2.074 1.645 -0.363
H 0.236 -1.519 0.488
H -0.003 -1.762 -1.254
H 2.233 -0.801 -1.027
H 1.164 0.533 -1.503
H 1.096 0.856 0.910
```

Output
**Orbital gap**: 0.361 Ha
**Spin multiplicity**: 1
**Charge**: 0

Computed Löwdin charges, given in elementary charges: number 1, C, carries -0.037; number 2, C, carries -0.251; number 3, O, carries -0.098; number 4, C, carries -0.066; number 5, C, carries -0.261; number 6, O, carries -0.066; number 7, H, carries 0.067; number 8, H, carries 0.054; number 9, H, carries 0.126; number 10, H, carries 0.123; number 11, H, carries 0.105; number 12, H, carries 0.127; number 13, H, carries 0.122; number 14, H, carries 0.054


Entry B
Density functional theory data (wB97M-V/def2-TZVPD) for a structure of composition C4H8O2.

```
14
C4H8O2 | the OMol25 dataset | wB97M-V/def2-TZVPD
C 2.241 0.064 -0.181
O 1.102 -0.271 -1.006
C -0.257 -0.037 -0.564
C -1.857 -0.949 0.303
C -0.457 1.167 0.288
O -1.524 1.285 0.847
H 3.112 -0.431 -0.637
H 2.483 1.143 -0.143
H 2.114 -0.323 0.834
H -0.807 -0.099 -1.486
H -2.068 -1.698 -0.438
H -1.616 -1.345 1.289
H -2.825 -0.405 0.447
H 0.358 1.898 0.446
```

Output
**Orbital gap**: 0.345 Ha
**Spin multiplicity**: 1
**Charge**: 0

Computed Löwdin charges, given in elementary charges: number 1, C, carries -0.097; number 2, O, carries -0.170; number 3, C, carries -0.139; number 4, C, carries 0.028; number 5, C, carries -0.242; number 6, O, carries 0.000; number 7, H, carries 0.089; number 8, H, carries 0.083; number 9, H, carries 0.091; number 10, H, carries 0.116; number 11, H, carries 0.018; number 12, H, carries 0.038; number 13, H, carries 0.059; number 14, H, carries 0.125


It is entry A that is the most stable of them.


Entry A
Density functional theory data (wB97M-V/def2-TZVPD) for a cluster of 2 separate species, C4H8O2 in total.

```
14
C4H8O2 | the OMol25 dataset | wB97M-V/def2-TZVPD
C -0.248 1.725 0.468
O 0.783 1.170 1.022
C 0.983 -0.081 1.352
C -0.069 -1.098 1.102
C -0.062 -1.312 -0.399
O -0.830 -0.762 -1.160
H -1.083 1.130 0.126
H -0.573 0.920 -3.762
H -0.159 2.794 0.342
H 1.947 -0.262 1.803
H -1.066 -0.756 1.430
H 0.192 -2.023 1.625
H 0.786 -1.917 -0.782
H -0.599 0.474 -3.166
```

Output
**Orbital gap (spin up / spin down)**: 0.291 / 0.300 Ha
**Spin multiplicity**: 1
**Charge**: 0

Computed Löwdin charges, given in elementary charges: number 1, C, carries 0.001; number 2, O, carries -0.065; number 3, C, carries -0.160; number 4, C, carries -0.157; number 5, C, carries -0.261; number 6, O, carries -0.013; number 7, H, carries 0.062; number 8, H, carries 0.028; number 9, H, carries 0.075; number 10, H, carries 0.114; number 11, H, carries 0.127; number 12, H, carries 0.119; number 13, H, carries 0.129; number 14, H, carries 0.003


Entry B
Density functional theory data (wB97M-V/def2-TZVPD) for the molecule C4H8O2.

```
14
C4H8O2 | the OMol25 dataset | wB97M-V/def2-TZVPD
C -1.486 0.545 0.242
C -0.019 0.814 -0.071
O 0.774 0.744 1.126
C 1.315 -0.533 0.743
C 0.798 -0.342 -0.688
O 0.122 -1.393 -1.317
H -1.642 -0.450 0.675
H -1.813 1.278 0.986
H -2.140 0.660 -0.632
H 0.087 1.782 -0.574
H 0.829 -1.367 1.266
H 2.399 -0.583 0.894
H 1.592 0.017 -1.351
H -0.816 -1.171 -1.299
```

Output
**Orbital gap**: 0.393 Ha
**Spin multiplicity**: 1
**Charge**: 0

Computed Löwdin charges, given in elementary charges: number 1, C, carries -0.039; number 2, C, carries -0.323; number 3, O, carries -0.086; number 4, C, carries -0.118; number 5, C, carries -0.305; number 6, O, carries -0.008; number 7, H, carries 0.090; number 8, H, carries 0.088; number 9, H, carries 0.086; number 10, H, carries 0.144; number 11, H, carries 0.126; number 12, H, carries 0.119; number 13, H, carries 0.149; number 14, H, carries 0.076


Entry C
Density functional theory data (wB97M-V/def2-TZVPD) for the molecule C4H8O2.

```
14
C4H8O2 | the OMol25 dataset | wB97M-V/def2-TZVPD
C 0.468 -0.566 1.581
C -0.516 -0.022 0.573
O -0.322 1.382 0.302
C -0.383 1.158 -1.113
C -0.329 -0.365 -0.925
O 0.863 -1.003 -1.297
H 1.501 -0.451 1.237
H 0.363 -0.021 2.524
H 0.281 -1.628 1.769
H -1.547 -0.205 0.908
H 0.470 1.599 -1.646
H -1.317 1.534 -1.550
H -1.135 -0.942 -1.382
H 1.605 -0.471 -0.980
```

Output
**Orbital gap**: 0.400 Ha
**Spin multiplicity**: 1
**Charge**: 0

Computed Löwdin charges, given in elementary charges: number 1, C, carries -0.031; number 2, C, carries -0.330; number 3, O, carries -0.086; number 4, C, carries -0.124; number 5, C, carries -0.298; number 6, O, carries -0.014; number 7, H, carries 0.078; number 8, H, carries 0.086; number 9, H, carries 0.090; number 10, H, carries 0.145; number 11, H, carries 0.124; number 12, H, carries 0.120; number 13, H, carries 0.147; number 14, H, carries 0.094


It is entry C that is the most stable of them.


Entry A
Density functional theory data (wB97M-V/def2-TZVPD) for a structure of composition C4H8O2.

```
14
C4H8O2 | the OMol25 dataset | wB97M-V/def2-TZVPD
C 2.581 0.227 -0.491
C 0.611 -0.471 0.056
C -0.575 -0.331 0.571
C -1.922 -0.602 -0.165
H 3.464 1.298 -0.167
H 1.649 0.628 -1.448
H 2.887 -0.972 -0.640
H 0.641 -1.027 -0.944
H -0.937 0.186 1.597
H -1.412 -0.584 -1.210
H -2.815 -1.284 0.163
H -1.344 1.934 0.837
O 1.688 0.103 0.576
O -2.476 0.758 -0.327
```

Output
**Orbital gap**: 0.263 Ha
**Spin multiplicity**: 1
**Charge**: 0

Computed Löwdin charges, given in elementary charges: number 1, C, carries -0.143; number 2, C, carries -0.322; number 3, C, carries -0.145; number 4, C, carries -0.273; number 5, H, carries 0.190; number 6, H, carries 0.167; number 7, H, carries 0.135; number 8, H, carries 0.139; number 9, H, carries 0.129; number 10, H, carries 0.124; number 11, H, carries 0.141; number 12, H, carries 0.324; number 13, O, carries -0.215; number 14, O, carries -0.251


Entry B
Density functional theory data (wB97M-V/def2-TZVPD) for a cluster of 2 separate species, C4H8O2 in total.

```
14
C4H8O2 | the OMol25 dataset | wB97M-V/def2-TZVPD
C 0.415 -1.602 1.490
C 0.708 -0.334 1.793
O -0.097 0.739 1.640
H -0.567 -1.900 1.124
H 1.143 -2.381 1.676
H 1.682 -0.048 2.199
H -0.906 0.488 1.163
C -0.705 1.635 -1.921
C -0.043 0.545 -1.553
O -0.684 -0.568 -1.083
H -1.788 1.658 -1.845
H -0.174 2.504 -2.301
H 1.043 0.476 -1.596
H -0.026 -1.214 -0.787
```

Output
**Orbital gap**: 0.366 Ha
**Spin multiplicity**: 1
**Charge**: 0

Computed Löwdin charges, given in elementary charges: number 1, C, carries -0.021; number 2, C, carries -0.281; number 3, O, carries 0.002; number 4, H, carries 0.063; number 5, H, carries 0.052; number 6, H, carries 0.118; number 7, H, carries 0.102; number 8, C, carries 0.004; number 9, C, carries -0.291; number 10, O, carries -0.045; number 11, H, carries 0.062; number 12, H, carries 0.053; number 13, H, carries 0.116; number 14, H, carries 0.065


Entry C
Density functional theory data (wB97M-V/def2-TZVPD) for a cluster of 2 separate species, C4H8O2 in total.

```
14
C4H8O2 | the OMol25 dataset | wB97M-V/def2-TZVPD
C 1.998 0.546 -0.550
O 0.602 0.721 -0.328
C 0.030 0.121 0.722
C -1.304 0.021 0.863
C -2.243 0.313 -0.224
O -3.448 0.378 -0.086
H 2.316 1.382 -1.176
H 2.189 -0.392 -1.081
H 2.565 0.563 0.389
H 0.715 -0.335 1.443
H -1.701 -0.367 1.794
H -1.784 0.426 -1.229
H 0.374 -1.756 -0.409
H -0.309 -1.622 -0.130
```

Output
**Orbital gap**: 0.357 Ha
**Spin multiplicity**: 1
**Charge**: 0

Computed Löwdin charges, given in elementary charges: number 1, C, carries -0.065; number 2, O, carries -0.131; number 3, C, carries -0.266; number 4, C, carries -0.100; number 5, C, carries -0.285; number 6, O, carries 0.024; number 7, H, carries 0.095; number 8, H, carries 0.083; number 9, H, carries 0.095; number 10, H, carries 0.135; number 11, H, carries 0.116; number 12, H, carries 0.125; number 13, H, carries 0.089; number 14, H, carries 0.083


Entry D
Density functional theory data (wB97M-V/def2-TZVPD) for a cluster of 2 separate species, C4H8O2 in total.

```
14
C4H8O2 | the OMol25 dataset | wB97M-V/def2-TZVPD
C -0.986 -0.577 -1.807
C -1.935 -0.058 -1.029
O -1.744 0.297 0.277
H -1.110 -0.558 -2.879
H -0.147 -1.082 -1.344
H -2.935 0.167 -1.368
H -1.187 -0.304 0.787
C 0.909 1.181 1.116
C 1.666 0.092 1.173
O 2.038 -0.817 0.236
H 0.617 1.687 2.024
H 0.516 1.612 0.202
H 1.929 -0.205 2.182
H 1.920 -0.414 -0.639
```

Output
**Orbital gap**: 0.370 Ha
**Spin multiplicity**: 1
**Charge**: 0

Computed Löwdin charges, given in elementary charges: number 1, C, carries 0.006; number 2, C, carries -0.265; number 3, O, carries -0.039; number 4, H, carries 0.049; number 5, H, carries 0.042; number 6, H, carries 0.106; number 7, H, carries 0.089; number 8, C, carries -0.012; number 9, C, carries -0.297; number 10, O, carries -0.004; number 11, H, carries 0.059; number 12, H, carries 0.060; number 13, H, carries 0.107; number 14, H, carries 0.099


It is entry B that is the most stable of them.


Entry A
Density functional theory data (wB97M-V/def2-TZVPD) for a cluster of 2 separate species, C4H8O2 in total.

```
14
C4H8O2 | the OMol25 dataset | wB97M-V/def2-TZVPD
C 2.179 -1.037 0.571
C 1.352 -0.580 -0.370
O 0.384 -1.277 -1.001
H 3.060 -0.464 0.830
H 2.145 -2.052 0.942
H 1.534 0.398 -0.816
H -0.360 -0.694 -1.230
C -1.504 0.503 1.407
C -1.025 1.350 0.201
O -1.267 1.036 -0.931
H -1.158 -0.497 1.122
H -2.563 0.505 1.646
H -0.864 0.817 2.229
H -0.489 2.288 0.429
```

Output
**Orbital gap**: 0.363 Ha
**Spin multiplicity**: 1
**Charge**: 0

Computed Löwdin charges, given in elementary charges: number 1, C, carries 0.016; number 2, C, carries -0.326; number 3, O, carries -0.012; number 4, H, carries 0.048; number 5, H, carries 0.056; number 6, H, carries 0.112; number 7, H, carries 0.068; number 8, C, carries -0.030; number 9, C, carries -0.296; number 10, O, carries 0.022; number 11, H, carries 0.072; number 12, H, carries 0.081; number 13, H, carries 0.070; number 14, H, carries 0.120


Entry B
Density functional theory data (wB97M-V/def2-TZVPD) for the molecule C4H8O2.

```
14
C4H8O2 | the OMol25 dataset | wB97M-V/def2-TZVPD
C -0.026 -0.824 -1.828
C -0.318 -0.286 -0.491
O 1.247 -0.257 0.282
C 0.334 0.814 0.196
C -0.359 0.890 1.567
O -0.332 -0.453 1.954
H 0.957 -0.486 -2.144
H -0.041 -1.920 -1.773
H -0.808 -0.524 -2.530
H -1.242 -0.661 -0.015
H 0.707 1.672 -0.343
H 0.183 1.511 2.290
H -1.360 1.332 1.411
H 0.650 -0.668 1.457
```

Output
**Orbital gap**: 0.370 Ha
**Spin multiplicity**: 1
**Charge**: 0

Computed Löwdin charges, given in elementary charges: number 1, C, carries -0.050; number 2, C, carries -0.083; number 3, O, carries -0.053; number 4, C, carries -0.327; number 5, C, carries -0.246; number 6, O, carries -0.169; number 7, H, carries 0.089; number 8, H, carries 0.095; number 9, H, carries 0.092; number 10, H, carries 0.155; number 11, H, carries 0.151; number 12, H, carries 0.116; number 13, H, carries 0.126; number 14, H, carries 0.104


It is entry A that is the most stable of them.